w.
This record from the Open Molecules 2025 dataset describes an isolated molecule of C4H12N4. The level of theory is ωB97M-V/def2-TZVPD.

Positions of all 20 atoms, in Å:
C  1.65448  -0.20548  1.67882
C  -0.90236  -1.30803  0.88584
C  1.35787  0.68938  -1.65333
C  -2.20972  0.76426  -0.96594
N  0.77194  0.54430  0.89919
N  -0.31663  -0.00023  0.48654
N  0.01316  0.88033  -1.70790
N  -0.76736  0.40242  -0.75765
H  1.17489  -0.49373  2.65972
H  1.96731  -1.15683  1.36122
H  2.52620  0.49751  1.78105
H  -1.26718  -1.83565  0.04748
H  0.02845  -1.91119  1.28079
H  -1.59312  -1.19206  1.77954
H  1.88766  1.23534  -0.83297
H  1.61011  -0.25580  -1.33882
H  1.77242  0.99511  -2.57740
H  -2.87003  0.17122  -0.20242
H  -2.41614  1.74248  -0.82916
H  -2.42196  0.43665  -1.99462

Values from the calculation:
Charge: 0
Gap between HOMO and LUMO (alpha / beta) (eV): 7.54 / 7.64
2S+1: 1

***

x.
This record from the Open Molecules 2025 dataset describes an isolated molecule of C4H12N4. The level of theory is ωB97M-V/def2-TZVPD.

Positions of all 20 atoms, in Å:
C  1.61450  0.20566  0.63371
C  -1.53033  -0.84792  0.12675
C  -0.95462  0.88861  -1.44523
N  0.96312  -0.37327  -0.53802
N  -0.52791  0.10805  -0.29965
N  1.19674  -1.72138  -0.66134
C  0.47788  0.81842  1.47717
N  0.33717  2.03637  1.82379
H  0.93857  -2.05395  -1.58451
H  0.81494  -2.31475  0.07625
H  0.80229  2.69125  1.19208
H  2.28089  0.99748  0.28468
H  2.15581  -0.54636  1.21278
H  0.01356  0.09254  2.14481
H  -1.10712  -1.53492  0.86279
H  -0.13088  1.52297  -1.76462
H  -2.34252  -0.31431  0.62326
H  -1.94742  -1.42385  -0.71232
H  -1.79793  1.52176  -1.16946
H  -1.25674  0.24760  -2.28289

Values from the calculation:
Charge: 0
Gap between HOMO and LUMO (eV): 9.18
2S+1: 1

***

The energy of each structure relative to the most stable one, in eV, is as follows: w 2.788; x 0.000.

***

w.
This record from the Open Molecules 2025 dataset describes an isolated molecule of C4H12N4. The level of theory is ωB97M-V/def2-TZVPD.

Positions of all 20 atoms, in Å:
C  -0.28627  -0.14102  1.16288
C  -1.03450  -1.20872  1.93410
C  0.14241  -0.39408  -0.10170
C  0.62535  0.73412  -1.03501
N  0.16128  -1.68333  -0.65314
N  -0.48694  1.41674  -1.64647
N  1.28794  0.21044  -2.20939
N  -0.16166  1.07745  1.81536
H  1.28683  1.42843  -0.50734
H  0.27646  -2.40303  0.05354
H  0.92510  -1.72461  -1.33529
H  -1.21049  1.49663  -0.92809
H  -0.21402  2.37387  -1.84586
H  0.53941  -0.30851  -2.67625
H  1.41571  1.00320  -2.83333
H  0.69615  1.56976  1.57656
H  -0.24360  0.98706  2.82742
H  -1.67145  -0.76123  2.70590
H  -1.70718  -1.77254  1.27722
H  -0.34052  -1.90063  2.41888

Values from the calculation:
Charge: 0
Gap between HOMO and LUMO (eV): 7.82
2S+1: 1

***

x.
This record from the Open Molecules 2025 dataset describes a cluster of 2 separate species, C4H12N4 in total. The level of theory is ωB97M-V/def2-TZVPD.

Positions of all 20 atoms, in Å:
C  0.68729  -1.78357  -0.17688
C  -1.60565  -0.86940  0.17610
N  -0.22321  -0.97831  0.59914
N  0.26572  -0.50795  1.72295
N  -0.36500  0.10592  2.57529
H  -1.37891  0.24903  2.40860
H  1.68534  -1.36167  -0.07804
H  0.39390  -1.77372  -1.22074
H  0.69489  -2.81328  0.18130
H  -2.22778  -1.66304  0.60970
H  -2.01357  0.09756  0.48239
H  -1.64741  -0.93851  -0.90988
C  0.17322  1.56329  -1.58579
C  0.86249  1.60908  -0.26443
N  1.96549  1.03505  -0.10182
H  2.36772  1.12135  0.82859
H  0.34505  2.20025  0.50498
H  0.27835  2.53683  -2.06723
H  0.63564  0.80409  -2.21679
H  -0.89357  1.36699  -1.46743

Values from the calculation:
Charge: 0
Gap between HOMO and LUMO (eV): 9.81
2S+1: 1

***

The energy of each structure relative to the most stable one, in eV, is as follows: w 0.000; x 2.023.

***

w.
This record from the Open Molecules 2025 dataset describes a cluster of 2 separate species, C4H5FNO2 in total. The level of theory is ωB97M-V/def2-TZVPD.

Positions of all 13 atoms, in Å:
C  -0.21566  0.51356  0.40137
C  1.14166  -1.10033  -2.16526
C  -0.28037  -0.89113  1.13585
C  -0.60294  1.56883  1.19649
N  0.21337  0.37787  -0.86147
O  2.06797  -1.41242  -1.51308
O  0.38075  -1.02630  -3.06086
F  -0.59056  2.86147  0.49353
H  -1.29303  -1.08581  1.24606
H  0.04282  -0.93427  2.19804
H  0.17691  -1.64872  0.43526
H  -1.46686  1.53768  1.82668
H  0.42593  1.23957  -1.33261

Values from the calculation:
Charge: -1
Gap between HOMO and LUMO (eV): 6.45
2S+1: 1

***

x.
This record from the Open Molecules 2025 dataset describes the ion C4H5FNO2 with charge -1. The level of theory is ωB97M-V/def2-TZVPD.

Positions of all 13 atoms, in Å:
C  0.08004  0.56632  -0.37823
C  1.43202  -0.85643  -2.03601
C  -0.73838  -0.43646  0.37546
C  1.47111  0.30112  -0.62553
N  -0.46884  1.72533  -0.64129
O  1.59922  -0.16878  -3.02303
O  1.35363  -2.00426  -1.67852
F  2.21304  1.39549  -0.90734
H  -0.92578  -0.12387  1.34649
H  -0.38551  -1.52939  0.38257
H  -1.69372  -0.49812  -0.11990
H  1.99796  -0.25370  0.19927
H  0.21279  2.28222  -1.17022

Values from the calculation:
Charge: -1
Gap between HOMO and LUMO (eV): 7.93
2S+1: 1

***

The energy of each structure relative to the most stable one, in eV, is as follows: w 1.049; x 0.000.

***

w.
This record from the Open Molecules 2025 dataset describes the ion C2HF3NO6S with charge -1. The level of theory is ωB97M-V/def2-TZVPD.

Positions of all 14 atoms, in Å:
C  0.13757  -0.24402  0.80512
C  2.21733  0.39391  0.06282
N  -2.65940  0.19544  0.73497
O  -3.54771  -0.27066  1.32749
O  -0.68483  0.72583  -1.77362
O  -2.15963  1.26570  0.69739
O  -2.26538  -0.63863  -0.25339
O  -0.36773  -1.64512  -1.40981
O  1.11679  0.87862  0.56419
F  2.06577  -0.28411  -1.12596
F  3.07787  -0.31537  0.80177
F  2.96704  1.42738  -0.32810
S  -0.59395  -0.37617  -0.81935
H  0.69625  -1.11281  0.71648

Values from the calculation:
Charge: -1
Gap between HOMO and LUMO (eV): 8.72
2S+1: 1

***

x.
This record from the Open Molecules 2025 dataset describes the ion C2HF3NO6S with charge -1. The level of theory is ωB97M-V/def2-TZVPD.

Positions of all 14 atoms, in Å:
C  -0.06580  0.00138  0.41706
C  1.69289  -0.10206  -1.15488
N  -0.35446  1.42348  0.61956
O  -0.63186  1.73736  1.73107
O  -1.43866  -2.01046  -0.33968
O  -0.43952  2.13935  -0.32168
O  -2.84064  -0.07162  0.12035
O  -1.77933  -1.33201  1.96868
O  0.41802  -0.23601  -0.93996
F  2.48580  -1.00994  -0.56925
F  2.14644  1.09340  -0.77817
F  1.99368  -0.27249  -2.49691
S  -1.76244  -0.96377  0.58903
H  0.57588  -0.39661  1.15478

Values from the calculation:
Charge: -1
Gap between HOMO and LUMO (eV): 9.60
2S+1: 1

***

The energy of each structure relative to the most stable one, in eV, is as follows: w 3.822; x 0.000.